C68H184N14O20 | ωB97M-V/def2-TZVPD

Summary:
Total energy ... -4971.9483 Eh
HOMO-LUMO gap ... 8.8 eV

Element x y z (Å)
C (8.45822, -6.15979, 5.51806)
O (7.23963, -6.79292, 5.80987)
C (6.29976, -6.89650, 4.74805)
C (5.06425, -7.46314, 5.33205)
N (3.92700, -7.69483, 4.41541)
C (2.82009, -8.23085, 5.22524)
C (1.76729, -9.04902, 4.38012)
O (2.42926, -10.02590, 3.54182)
C (2.98522, -11.14629, 4.22825)
H (9.02345, -6.73956, 4.78835)
H (9.04518, -5.99665, 6.42193)
H (8.17469, -5.18034, 5.13285)
H (6.60743, -7.51882, 3.90772)
H (6.03878, -5.89089, 4.41830)
H (4.74677, -6.88790, 6.20178)
H (5.28717, -8.45989, 5.71271)
H (4.13712, -8.42382, 3.74867)
H (2.36021, -7.44591, 5.82564)
H (3.20527, -8.93127, 5.96628)
H (1.37077, -8.27170, 3.72696)
H (0.98175, -9.37606, 5.06134)
H (2.27240, -11.61280, 4.90822)
H (3.87190, -10.89006, 4.80811)
H (3.27611, -11.88272, 3.47915)
C (1.11219, -2.82743, 0.11092)
O (2.12320, -1.79470, 0.25668)
C (2.42139, -1.30902, 1.59631)
C (2.42305, 0.22490, 1.58015)
N (1.12472, 0.80468, 1.23955)
C (1.13557, 2.15063, 0.71019)
C (-0.24302, 2.77655, 0.53465)
O (-0.80863, 2.25380, -0.63786)
C (-2.21133, 2.27218, -0.66683)
H (0.17087, -2.39335, 0.44793)
H (1.30835, -3.76474, 0.63157)
H (0.99192, -3.06938, -0.94505)
H (3.42561, -1.64775, 1.85105)
H (1.71885, -1.64400, 2.35941)
H (3.14469, 0.47554, 0.80264)
H (2.76662, 0.54743, 2.56303)
H (0.80122, 0.07219, 0.62399)
H (1.66882, 2.09712, -0.23896)
H (1.67472, 2.81196, 1.38849)
H (-0.25953, 3.86644, 0.53272)
H (-0.83048, 2.47719, 1.40262)
H (-2.66704, 1.58068, 0.04187)
H (-2.38329, 1.84620, -1.65531)
H (-2.50935, 3.30369, -0.47901)
C (7.01679, -11.32772, 0.55693)
O (5.95054, -10.39700, 0.27203)
C (6.33278, -9.52910, -0.86955)
C (4.96396, -9.03906, -1.55088)
N (4.55447, -9.97980, -2.62261)
C (4.12530, -11.22479, -2.04233)
C (3.64997, -12.11348, -3.24253)
O (2.44847, -11.55873, -3.71265)
C (1.89934, -12.27811, -4.85300)
H (7.96044, -10.81171, 0.73402)
H (7.11055, -11.91866, -0.35416)
H (6.75085, -11.92791, 1.42707)
H (6.95011, -10.05437, -1.59831)
H (6.92473, -8.66900, -0.55664)
H (5.14863, -8.04802, -1.96542)
H (4.18429, -8.94917, -0.79450)
H (3.70181, -9.56779, -2.97377)
H (3.47902, -11.11108, -1.17200)
H (5.03230, -11.65925, -1.62200)
H (3.54373, -13.17029, -2.99764)
H (4.36424, -12.13935, -4.06549)
H (2.64196, -12.75046, -5.49603)
H (1.25593, -11.69593, -5.51269)
H (1.17536, -13.03127, -4.54206)
C (6.93242, 6.12056, -4.39881)
C (7.88007, 6.72794, -3.33804)
C (7.19860, 6.84474, -1.91880)
O (6.08788, 7.79603, -2.02293)
C (5.28412, 7.85658, -0.85962)
N (9.14153, 6.09276, -3.35877)
H (6.73030, 5.07229, -4.17887)
H (7.31877, 6.10697, -5.41794)
H (5.96546, 6.61286, -4.50240)
H (8.21479, 7.70674, -3.68157)
H (7.86556, 7.27293, -1.17053)
H (6.81430, 5.89127, -1.55642)
H (5.79689, 8.17929, 0.04648)
H (4.91397, 6.83465, -0.77741)
H (4.44961, 8.54234, -1.00596)
H (9.75556, 6.71169, -2.84888)
H (9.55181, 6.10767, -4.28156)
C (8.04578, -0.43908, -0.77958)
C (8.22295, 1.05405, -0.58077)
C (8.80655, 1.48896, 0.82425)
O (7.85696, 1.32378, 1.80558)
C (8.42795, 1.58791, 3.07313)
N (9.07303, 1.49999, -1.66088)
H (7.66223, -0.68720, -1.76923)
H (7.31192, -0.72816, -0.02727)
H (8.93600, -1.02600, -0.55344)
H (7.23917, 1.51824, -0.64993)
H (9.09160, 2.53966, 0.87777)
H (9.70287, 0.92621, 1.08506)
H (8.91284, 2.56393, 3.05340)
H (9.27722, 0.96025, 3.34308)
H (7.71296, 1.57439, 3.89576)
H (8.51398, 1.25991, -2.46707)
H (9.12397, 2.50869, -1.66553)
C (-5.45656, 8.21898, 3.41372)
C (-5.97814, 9.16746, 4.49995)
C (-6.01343, 10.63112, 4.20130)
O (-4.75829, 11.33481, 4.05688)
C (-3.98344, 11.68040, 5.22774)
N (-7.32276, 8.76431, 4.79328)
H (-5.64962, 7.15880, 3.57755)
H (-4.37469, 8.34127, 3.36165)
H (-5.93167, 8.45576, 2.46172)
H (-5.48508, 9.02816, 5.46202)
H (-6.58062, 11.10595, 5.00189)
H (-6.48592, 10.65863, 3.21941)
H (-3.05848, 12.21728, 5.01723)
H (-3.84012, 10.85564, 5.92583)
H (-4.56634, 12.32601, 5.88464)
H (-7.82425, 9.40871, 5.38774)
H (-7.78034, 8.67196, 3.89763)
C (0.71018, -6.88347, -7.24183)
C (1.86613, -7.82292, -7.52239)
C (1.73853, -8.53963, -8.90244)
O (2.75658, -9.59864, -9.01063)
C (2.71136, -10.24733, -10.29728)
N (3.08487, -7.00231, -7.51794)
H (0.94858, -6.39162, -6.29878)
H (-0.19488, -7.47572, -7.10689)
H (0.54291, -6.11928, -8.00087)
H (1.92137, -8.54370, -6.70660)
H (1.70512, -7.82527, -9.72504)
H (0.75372, -9.00249, -8.96586)
H (3.10185, -9.62158, -11.09980)
H (1.72983, -10.68027, -10.49032)
H (3.33762, -11.13924, -10.31745)
H (3.87760, -7.56613, -7.24633)
H (3.33539, -6.81016, -8.47732)
C (3.59517, 5.60995, 5.69809)
C (2.47215, 6.35618, 6.48916)
C (1.48114, 7.04153, 5.51465)
O (2.16163, 8.13783, 4.90127)
C (1.25358, 8.95780, 4.09067)
N (1.80766, 5.33719, 7.25057)
H (3.37940, 4.55365, 5.53755)
H (4.54473, 5.54226, 6.22899)
H (3.90020, 6.18000, 4.82053)
H (2.96847, 7.11285, 7.09680)
H (0.71423, 7.48135, 6.15221)
H (0.91517, 6.36101, 4.87852)
H (1.83723, 9.84957, 3.86221)
H (0.34827, 9.22355, 4.63648)
H (1.08143, 8.37771, 3.18406)
H (2.42396, 4.72705, 7.76826)
H (1.27659, 4.75637, 6.61755)
C (-7.86525, -0.11790, 3.61679)
C (-9.03266, -0.43881, 2.81251)
C (-8.71480, -0.61321, 1.29163)
O (-8.13331, 0.56040, 0.79055)
C (-8.06848, 0.62511, -0.64247)
N (-9.57636, -1.65042, 3.38917)
H (-7.43569, 0.83222, 3.29922)
H (-7.03819, -0.82346, 3.53773)
H (-8.18567, -0.08810, 4.65820)
H (-9.81383, 0.31887, 2.87376)
H (-9.59508, -0.91942, 0.72644)
H (-7.98738, -1.40602, 1.11726)
H (-7.76072, 1.60187, -1.01573)
H (-8.95593, 0.28714, -1.17755)
H (-7.31279, -0.07068, -1.00705)
H (-8.91604, -2.40514, 3.26869)
H (-9.56737, -1.54232, 4.39334)
C (-4.08509, -5.85752, 3.66503)
C (-5.26707, -5.86060, 2.63197)
C (-5.00781, -7.04567, 1.67708)
O (-3.72631, -7.04218, 0.95483)
C (-3.54608, -8.22082, 0.13017)
N (-6.53508, -6.05995, 3.23406)
H (-3.11106, -5.55612, 3.27967)
H (-3.93136, -6.86635, 4.04809)
H (-4.29930, -5.29130, 4.57145)
H (-5.25002, -4.89472, 2.12711)
H (-5.78384, -7.07576, 0.91225)
H (-5.10295, -7.95666, 2.26798)
H (-3.40391, -9.16567, 0.65471)
H (-2.66011, -8.12289, -0.49717)
H (-4.44419, -8.33966, -0.47594)
H (-6.94371, -6.89183, 2.83269)
H (-6.31220, -6.50725, 4.11176)
C (-7.50947, 8.78352, -2.89539)
C (-8.29648, 9.78233, -3.75221)
C (-9.22596, 10.69095, -2.93216)
O (-10.03264, 11.48130, -3.77779)
C (-11.02151, 12.26490, -3.07240)
N (-7.21867, 10.63436, -4.37471)
H (-6.84168, 8.17241, -3.50259)
H (-8.14649, 8.11299, -2.31861)
H (-6.83119, 9.28164, -2.20264)
H (-8.90052, 9.23731, -4.47760)
H (-8.60814, 11.26355, -2.24040)
H (-9.82068, 10.06252, -2.26922)
H (-11.28755, 13.13001, -3.67976)
H (-10.59610, 12.65763, -2.14886)
H (-11.83369, 11.57785, -2.83487)
H (-7.61981, 11.18845, -5.11778)
H (-6.62675, 10.05288, -4.95055)
C (0.76038, 8.69729, -5.58807)
C (0.23643, 8.37486, -4.20991)
C (-0.45237, 9.59516, -3.60027)
O (-1.12463, 9.37282, -2.32430)
C (-1.74120, 10.47894, -1.74333)
N (-0.62555, 7.20551, -4.33164)
H (-0.04071, 9.08450, -6.21771)
H (1.22481, 7.81055, -6.01946)
H (1.51817, 9.45773, -5.39942)
H (1.06491, 7.98229, -3.62032)
H (-1.14256, 10.09823, -4.27752)
H (0.35677, 10.31275, -3.46440)
H (-2.64808, 10.72576, -2.29536)
H (-1.14044, 11.37995, -1.61939)
H (-1.99677, 10.17778, -0.72741)
H (-0.01615, 6.49453, -4.71011)
H (-0.91569, 7.03785, -3.37885)
C (4.49667, -2.06159, 7.86265)
C (3.13819, -1.77545, 8.61262)
C (2.27468, -2.97170, 8.54565)
O (1.03545, -2.69572, 9.21964)
C (0.11940, -3.69332, 9.05305)
N (3.48677, -1.36938, 9.99235)
H (4.24887, -2.12350, 6.80299)
H (5.05921, -2.88281, 8.30679)
H (5.12330, -1.17320, 7.94145)
H (2.61977, -0.91626, 8.18701)
H (2.77011, -3.82380, 9.01102)
H (2.03550, -3.17824, 7.50246)
H (-0.05332, -4.00387, 8.02261)
H (-0.82650, -3.28414, 9.40794)
H (0.33383, -4.53872, 9.70683)
H (4.18862, -1.91952, 10.46651)
H (2.66238, -1.51702, 10.55686)
C (-6.81015, -1.76591, -7.19150)
C (-5.77346, -2.79990, -7.62453)
C (-5.16756, -3.53739, -6.41047)
O (-4.48732, -2.60274, -5.54493)
C (-4.08269, -3.19102, -4.29429)
N (-6.39887, -3.76203, -8.49625)
H (-6.25981, -0.99646, -6.65003)
H (-7.55999, -2.21068, -6.53727)
H (-7.24335, -1.23315, -8.03802)
H (-4.95470, -2.25767, -8.09750)
H (-4.48266, -4.35314, -6.64191)
H (-5.97589, -4.07326, -5.91293)
H (-4.00847, -2.33907, -3.61843)
H (-3.10848, -3.67708, -4.34678)
H (-4.80016, -3.92798, -3.93340)
H (-6.68964, -3.39830, -9.39249)
H (-7.25639, -4.02447, -8.03161)
C (1.22178, -0.53238, -3.86761)
C (0.74523, 0.41621, -4.90418)
O (0.94882, 1.69092, -4.37801)
H (2.22537, -0.35235, -3.48229)
H (1.15364, -1.59800, -4.08647)
H (0.47442, -0.48047, -3.07587)
H (-0.33191, 0.27853, -4.99857)
H (1.31598, 0.25367, -5.81846)
H (0.28334, 1.82458, -3.69914)
C (-4.15193, 4.82913, -8.04384)
C (-3.51030, 6.10482, -8.46258)
O (-3.56058, 7.16002, -7.48557)
H (-3.75273, 4.48928, -7.08821)
H (-4.05664, 4.10281, -8.85096)
H (-5.20106, 5.09564, -7.91569)
H (-4.03837, 6.47084, -9.34309)
H (-2.49456, 5.86132, -8.77414)
H (-3.00477, 6.87785, -6.75547)
C (-2.77460, 0.42589, 6.84283)
C (-1.77474, 0.11933, 5.76798)
O (-0.99387, 1.28331, 5.48344)
H (-3.20591, 1.39801, 6.60395)
H (-2.34171, 0.53511, 7.83721)
H (-3.56647, -0.32214, 6.88171)
H (-2.31994, -0.25995, 4.90368)
H (-1.26594, -0.75333, 6.17748)
H (-0.67845, 1.14829, 4.58686)